No. 1
A structure of composition C36H50AsBrCl2N6O2SiV, computed with ωB97M-V/def2-TZVPD.

**HOMO (alpha / beta)**: -10.0168 / -10.0988 eV
**Expectation value of S²**: 2.02
**Charge**: +1
**2S+1**: 3
**Energy above the lowest of the compared OMol25 structures with the same formula, charge and spin**: 0.0 kcal/mol

CARTESIAN COORDINATES (ANGSTROEM)
V1 -0.052296 -2.388946 1.287073
Cl1 5.402402 -1.255856 5.314325
C1 3.862221 -1.046888 4.524899
C2 3.148018 -2.189922 4.125622
C3 1.971755 -2.042828 3.373292
N1 1.214740 -3.053471 2.783716
C4 1.542028 -4.353741 2.758262
O1 2.549654 -4.937509 3.146462
C5 0.463387 -5.179031 2.027045
C6 0.270809 -6.514012 2.261426
C7 -0.790095 -7.219998 1.683647
C8 -1.647399 -6.485947 0.866234
C9 -1.373266 -5.139866 0.619992
N2 -0.365284 -4.470280 1.227588
C10 1.476382 -0.744087 3.122987
C11 2.133358 0.369385 3.612430
C12 3.378397 0.219282 4.240578
Cl2 4.156416 1.708008 4.699478
N3 0.284771 -0.754111 2.345011
C13 -0.784828 0.049832 2.620984
O2 -0.825279 1.199648 2.965732
C14 -2.061053 -0.771587 2.519228
C15 -3.245585 -0.200828 2.902896
C16 -4.351587 -0.967700 3.146810
C17 -4.240774 -2.321774 2.858558
C18 -3.048597 -2.824701 2.374475
N4 -1.908592 -2.084379 2.262701
H1 3.521648 -3.211902 4.267139
H2 0.884303 -7.090949 2.954437
H3 -0.875667 -8.280569 1.892269
H4 -2.561680 -6.934250 0.469453
H5 -2.016447 -4.611072 -0.035998
H6 1.708031 1.344605 3.448678
H7 -3.187467 0.894826 2.982010
H8 -5.293447 -0.592538 3.521485
H9 -5.040012 -3.053505 2.942642
H10 -2.975970 -3.837854 2.022720
C19 1.678264 4.379341 0.172106
C20 1.188368 4.499996 -1.295039
C21 0.723074 5.995874 -1.548238
C22 2.467224 4.238063 -2.142020
Si1 -0.166020 3.110990 -1.700571
Br1 0.581126 1.045646 -0.921799
C23 -0.410847 2.777505 -3.577133
C24 -1.727825 2.023191 -3.865198
C25 0.750657 1.896960 -4.165296
C26 -0.441372 4.071364 -4.384415
C27 -1.839023 3.334812 -0.748947
C28 -2.643235 2.031526 -0.576080
C29 -2.658827 4.413875 -1.519144
C30 -1.656124 3.944412 0.653814
H11 2.497152 5.101724 0.282617
H12 2.066160 3.381589 0.409291
H13 0.922769 4.616209 0.947923
H14 1.631125 6.598130 -1.519425
H15 0.041215 6.338839 -0.737505
H16 0.218636 6.102376 -2.502680
H17 3.238328 5.003534 -1.834312
H18 2.294051 4.367760 -3.180428
H19 2.832107 3.235896 -1.901524
H20 -1.709294 1.033030 -3.442274
H21 -1.812779 1.935569 -4.966756
H22 -2.630141 2.482600 -3.486381
H23 0.598124 0.886867 -3.778194
H24 1.721189 2.240966 -3.886221
H25 0.585745 1.918230 -5.265907
H26 -1.119305 4.844270 -3.958317
H27 -0.790757 3.862560 -5.394272
H28 0.566621 4.531248 -4.420346
H29 -2.809817 1.454324 -1.459424
H30 -3.618990 2.317769 -0.198347
H31 -2.132071 1.386337 0.100931
H32 -2.911848 4.183401 -2.571342
H33 -2.129444 5.335539 -1.548165
H34 -3.608412 4.600917 -1.007137
H35 -1.108013 3.193188 1.256184
H36 -2.619609 4.135274 1.098953
H37 -1.050992 4.860789 0.562954
N5 -0.861806 -2.580264 -1.767539
C31 -1.606105 -2.090846 -2.774462
C32 -2.615912 -1.348670 -2.170129
C33 -2.333760 -1.420382 -0.815043
N6 -1.291385 -2.224410 -0.541418
H38 -0.005549 -3.151035 -1.804897
H39 -1.347494 -2.390051 -3.776244
H40 -3.457749 -0.824128 -2.605619
H41 -2.868393 -1.030632 0.028706
C34 2.335242 -1.922440 -1.901416
As1 2.250826 -2.493767 -0.052481
C35 3.199974 -4.160599 -0.091814
C36 3.542133 -1.248176 0.707870
H42 3.355407 -1.629480 -2.057268
H43 1.615941 -1.110033 -2.086606
H44 2.147838 -2.761171 -2.608762
H45 4.155456 -3.968797 -0.594943
H46 2.613231 -4.866396 -0.671715
H47 3.356823 -4.585213 0.872869
H48 3.801549 -1.603465 1.680014
H49 3.192380 -0.235047 0.755705
H50 4.491170 -1.292972 0.156967

Atoms 1-3, force components in eV/Å:
V 0.27 0.46 0.70
Cl -0.42 0.06 -0.15
C 0.25 -0.52 -0.04

No. 2
A structure of composition C36H50ClF6NO4PSeV, computed with ωB97M-V/def2-TZVPD.

**HOMO**: -7.8194 eV
**Charge**: 0

CARTESIAN COORDINATES (ANGSTROEM)
V1 -0.914582 1.019265 1.741343
C1 1.543859 0.917006 -5.552521
C2 0.125159 1.422560 -5.252165
C3 -0.089236 2.812116 -5.865836
C4 -0.876567 0.447428 -5.878384
C5 -0.051743 1.540350 -3.748000
C6 -1.029918 0.845273 -3.049517
C7 -1.109289 0.948924 -1.676784
Se1 -2.329123 -0.122517 -0.632872
C8 -1.041232 -1.543599 -0.402362
C9 -1.023996 -2.545250 -1.347344
C10 -0.202238 -3.652885 -1.180935
C11 0.495330 -3.721596 0.016514
C12 0.477308 -2.745457 1.013699
C13 -0.254183 -1.562459 0.767510
O1 -0.299047 -0.468933 1.512184
C14 1.123513 -3.126140 2.340344
C15 0.255009 -4.249000 2.932187
C16 2.565889 -3.611720 2.127716
C17 1.167572 -1.985045 3.344542
C18 -0.150045 -4.775340 -2.207552
C19 1.279049 -5.312317 -2.360104
C20 -1.077515 -5.906691 -1.737367
C21 -0.616469 -4.301759 -3.590038
C22 -0.241023 1.782687 -0.934700
O2 -0.422441 1.818107 0.367009
C23 0.746802 2.508019 -1.634056
C24 0.801763 2.353696 -3.013192
C25 1.815664 3.389776 -0.994377
C26 1.742888 4.805178 -1.587877
C27 1.674080 3.506715 0.519936
C28 3.181765 2.750251 -1.290328
H1 1.678363 0.817588 -6.625672
H2 2.306801 1.593934 -5.179437
H3 1.707031 -0.056442 -5.095751
H4 -0.012537 2.772355 -6.948970
H5 -1.077997 3.179773 -5.603670
H6 0.646827 3.520733 -5.498732
H7 -0.720578 0.400978 -6.953565
H8 -0.743945 -0.555367 -5.478663
H9 -1.900727 0.769942 -5.706849
H10 -1.726056 0.191213 -3.549510
H11 -1.676004 -2.435124 -2.200001
H12 1.077659 -4.606728 0.204753
H13 0.183812 -5.096066 2.254149
H14 0.680153 -4.585786 3.874732
H15 -0.748839 -3.872916 3.119236
H16 2.611251 -4.527286 1.544673
H17 3.149297 -2.841429 1.625798
H18 3.034910 -3.811337 3.089978
H19 0.163616 -1.666458 3.602837
H20 1.651452 -2.316098 4.260429
H21 1.736688 -1.151745 2.942270
H22 1.627045 -5.806299 -1.458136
H23 1.307729 -6.043848 -3.164642
H24 1.968765 -4.506601 -2.601878
H25 -0.727912 -6.330708 -0.799706
H26 -2.086280 -5.529360 -1.590538
H27 -1.109437 -6.699133 -2.481997
H28 -0.095654 -3.396459 -3.892697
H29 -0.404463 -5.074671 -4.325197
H30 -1.686460 -4.119417 -3.605541
H31 1.560513 2.910211 -3.537840
H32 0.752378 5.225426 -1.429808
H33 2.468395 5.450062 -1.097543
H34 1.956224 4.812992 -2.653036
H35 0.722376 3.957189 0.793569
H36 1.762439 2.524673 0.985854
H37 2.457893 4.143244 0.925518
H38 3.388013 2.709582 -2.355401
H39 3.969594 3.324159 -0.811295
H40 3.208071 1.734362 -0.902521
Cl1 -5.490843 0.956132 1.569579
C29 -4.650530 0.185671 2.922701
C30 -3.270460 -0.046959 2.346215
O3 -2.905642 -1.139191 1.953763
O4 -2.573048 1.011280 2.140249
H41 -5.134266 -0.761190 3.163081
H42 -4.642252 0.861046 3.774323
F1 -0.909049 0.181754 4.013750
P1 -1.741575 0.529260 5.452012
F2 -2.814656 -0.598858 4.987693
F3 -2.576448 0.839846 6.771119
F4 -2.588646 1.644692 4.602600
F5 -0.828389 -0.583419 6.164445
F6 -0.649933 1.657680 5.784345
C31 1.886189 1.407354 3.700962
C32 0.916632 2.522109 3.521047
C33 0.979588 3.792908 4.022268
C34 -0.178557 4.473875 3.559853
C35 -0.888374 3.595565 2.790825
C36 -2.181395 3.880423 2.096417
N1 -0.213498 2.382289 2.762261
H43 2.857944 1.798333 3.995882
H44 1.986547 0.843321 2.767410
H45 1.533713 0.739635 4.487730
H46 1.741847 4.193489 4.658076
H47 -0.452878 5.491016 3.771433
H48 -2.384425 4.948226 2.180306
H49 -2.993950 3.337240 2.585621
H50 -2.161053 3.610691 1.032161

Atoms 1-3, force components in eV/Å:
V 0.36 1.96 1.69
C -0.19 0.05 0.00
C 0.00 0.00 -0.15

No. 3
A cluster of 7 separate species, C36H50F2N11O10S2 in total, computed with ωB97M-V/def2-TZVPD.

**HOMO**: -11.2923 eV
**Charge**: +3

CARTESIAN COORDINATES (ANGSTROEM)
C1 0.246850 10.900370 -12.007780
C2 0.531100 9.518520 -11.560400
N1 0.395430 9.260520 -10.112970
C3 0.665050 8.028730 -9.519780
C4 0.436720 8.078960 -8.223910
N2 0.113350 9.399130 -7.929350
C5 0.098850 10.131180 -9.116270
C6 -0.273420 9.874150 -6.611570
H1 1.024570 11.570590 -11.641660
H2 -0.679550 11.323200 -11.619060
H3 0.234310 10.903780 -13.097700
H4 1.541170 9.165920 -11.769040
H5 -0.258470 8.878700 -11.954500
H6 1.115400 7.213610 -10.066750
H7 0.559760 7.311180 -7.474390
H8 -0.137890 11.181490 -9.201130
H9 -0.948490 9.180930 -6.109730
H10 -0.787500 10.832950 -6.678880
H11 0.633460 10.031970 -6.027830
C7 2.298740 9.106390 -14.602500
C8 1.515640 9.580790 -15.915040
N3 0.996110 8.550860 -16.700140
C9 1.718060 7.691930 -17.496870
C10 0.846740 6.837030 -18.188360
N4 -0.442030 7.253280 -17.849970
C11 -0.342480 8.316240 -16.973300
C12 -1.644580 6.669680 -18.239880
H12 3.255210 8.802910 -15.028140
H13 1.920280 8.378840 -13.884490
H14 2.539240 9.972070 -13.985370
H15 2.192790 10.122350 -16.575550
H16 0.724040 10.250840 -15.579610
H17 2.795630 7.732510 -17.437080
H18 0.921980 5.969170 -18.826760
H19 -1.137000 8.848080 -16.471010
H20 -1.837360 6.874750 -19.292910
H21 -2.446960 7.016990 -17.588980
H22 -1.462430 5.595170 -18.258680
C13 11.049950 2.625350 -10.501660
N5 9.772080 3.011980 -11.113050
C14 8.954140 3.908060 -10.500980
C15 7.807910 4.335630 -11.173840
C16 7.494180 3.787180 -12.437600
C17 8.390110 2.936010 -13.041870
C18 9.441810 2.471830 -12.330950
C19 6.277450 4.244010 -13.194810
C20 5.440880 3.267340 -13.789260
C21 4.325070 3.665400 -14.521440
N6 4.049460 4.994730 -14.694160
C22 4.829500 5.937590 -14.038350
C23 5.951900 5.579390 -13.290420
C24 2.757140 5.332250 -15.244540
H23 10.900720 2.598680 -9.422260
H24 11.751830 3.328280 -10.950410
H25 11.288190 1.621050 -10.851970
H26 9.153780 4.235110 -9.491240
H27 6.993150 4.900670 -10.745720
H28 8.112690 2.617550 -14.035870
H29 10.208270 1.769840 -12.624480
H30 5.661620 2.217200 -13.667300
H31 3.681560 2.989700 -15.065240
H32 4.450690 6.947360 -14.095570
H33 6.562850 6.365670 -12.872220
H34 2.604500 4.693370 -16.114380
H35 2.659170 6.401220 -15.433780
H36 1.930780 5.016800 -14.607580
C25 1.885140 1.923300 -11.147550
N7 2.855750 2.352030 -10.178650
C26 3.492330 3.539110 -10.424560
C27 4.513620 3.925420 -9.628710
C28 4.926090 3.146510 -8.512280
C29 4.246680 1.983890 -8.332560
C30 3.200160 1.580130 -9.156080
C31 6.084390 3.595150 -7.652710
C32 6.193970 4.928290 -7.270200
C33 7.273290 5.361920 -6.421940
N8 8.223180 4.489400 -6.099320
C34 8.083510 3.206100 -6.410880
C35 7.035720 2.738550 -7.165880
C36 9.258770 4.926740 -5.151580
H37 1.272200 2.794150 -11.379980
H38 1.285670 1.126280 -10.707670
H39 2.411590 1.681750 -12.070920
H40 3.332390 4.006320 -11.385040
H41 4.959120 4.873810 -9.890400
H42 4.492960 1.295230 -7.537900
H43 2.662520 0.660930 -8.976070
H44 5.395200 5.613280 -7.513390
H45 7.361940 6.379290 -6.070510
H46 8.795000 2.523460 -5.970210
H47 6.891620 1.708160 -7.455580
H48 10.039120 4.166130 -5.176430
H49 8.709610 5.021780 -4.214840
H50 9.615260 5.916910 -5.435460
N9 -2.828920 3.427820 -11.309690
S1 -2.389130 2.329240 -10.312130
O1 -3.212100 1.930520 -9.149440
O2 -1.010730 2.056410 -10.286230
F1 -2.954020 1.093370 -11.263200
S2 -2.658490 4.425740 -9.926400
O3 -1.413280 4.716120 -9.374960
O4 -3.872590 4.541450 -9.096410
F2 -2.839980 5.763200 -10.767720
N10 -2.992290 7.108670 -14.106220
O5 -3.017110 5.902220 -13.758990
O6 -2.862310 7.953580 -13.234720
O7 -2.925320 7.343270 -15.260870
N11 0.175790 5.618260 -12.384840
O8 -0.019530 6.519000 -13.158630
O9 -0.722660 4.791770 -12.429320
O10 1.219930 5.412040 -11.815920

Atoms 1-3, force components in eV/Å:
C 0.58 1.15 0.49
C -0.96 -1.35 0.70
N 0.40 1.04 2.29

No. 4
A structure of composition C36H50N8O10P2RbS, computed with ωB97M-V/def2-TZVPD.

**HOMO**: -4.3169 eV
**Charge**: -1
**Energy above the lowest of the compared OMol25 structures with the same formula, charge and spin**: 23.7 kcal/mol

CARTESIAN COORDINATES (ANGSTROEM)
Rb1 -0.270154 0.316332 -0.137177
C1 1.196842 -3.797974 1.267743
N1 0.984340 -3.378266 -0.099501
C2 -0.356760 -3.676221 -0.593651
C3 -0.484654 -3.170957 -1.992417
N2 -0.244429 -1.942632 -2.335989
C4 -0.494911 -1.893561 -3.697674
C5 -0.421371 -0.809622 -4.568547
C6 -0.730853 -1.036466 -5.895142
C7 -1.111715 -2.308022 -6.353752
C8 -1.201861 -3.388092 -5.495561
C9 -0.888557 -3.151199 -4.162501
N3 -0.868844 -3.961914 -3.042538
C10 0.328578 -3.109553 2.286377
N4 -0.379351 -2.046599 2.057469
C11 -1.019895 -1.768948 3.257543
C12 -1.921695 -0.751092 3.551509
C13 -2.401220 -0.685107 4.843771
C14 -2.002573 -1.612231 5.819435
C15 -1.124447 -2.640048 5.532511
C16 -0.646068 -2.698144 4.229473
N5 0.214274 -3.566360 3.575869
H1 2.242804 -3.618554 1.522731
H2 1.042668 -4.881903 1.340759
H3 1.147969 -2.374270 -0.163144
H4 -1.151484 -3.220343 0.012784
H5 -0.497778 -4.763185 -0.574305
H6 -0.149156 0.165287 -4.193361
H7 -0.696519 -0.214610 -6.598954
H8 -1.353278 -2.443393 -7.398945
H9 -1.508743 -4.362946 -5.848950
H10 -1.143470 -4.926933 -2.982416
H11 -2.242911 -0.066896 2.778124
H12 -3.099980 0.094522 5.111158
H13 -2.394271 -1.519524 6.822938
H14 -0.823877 -3.350894 6.290045
H15 0.700279 -4.351041 3.974686
C17 4.307945 -1.807526 2.196028
C18 3.468634 -0.716567 2.760140
N6 2.611122 0.009978 2.083571
C19 2.109018 0.921126 2.990256
C20 2.672739 0.719418 4.224989
N7 3.531608 -0.325964 4.056275
C21 2.555016 1.349524 5.587869
O1 1.691043 2.264426 5.695876
O2 3.310563 0.898414 6.451468
C22 1.115658 1.949317 2.587134
O3 0.521946 2.611792 3.538030
O4 0.857454 2.126019 1.403877
H16 3.987571 -2.001335 1.175193
H17 4.223416 -2.727684 2.776152
H18 5.362028 -1.526515 2.169473
H19 4.107636 -0.658103 4.816701
H20 0.965265 2.432723 4.491873
C23 3.636207 1.156033 -5.506806
C24 2.706036 2.094503 -4.762560
C25 1.593125 2.629553 -5.635475
O5 2.089596 1.343247 -3.704468
P1 2.335554 1.527076 -2.152287
O6 1.939779 0.313447 -1.428021
C26 1.548686 3.059530 -1.625085
P2 -0.218882 3.127063 -1.981898
O7 -0.785292 1.799002 -2.254681
O8 -0.409446 4.091253 -3.237748
C27 -0.456700 5.534740 -3.175988
C28 0.629758 6.072296 -4.086188
C29 -1.842456 5.968626 -3.596573
O9 -0.768325 3.919314 -0.739029
C30 -2.194228 3.944064 -0.360925
C31 -2.460781 5.354063 0.112284
C32 -2.443965 2.905615 0.706584
O10 3.859035 1.956215 -1.996154
C33 4.877542 0.934508 -1.848778
C34 6.134865 1.487379 -2.483455
C35 5.031988 0.623760 -0.380576
H21 4.081208 1.658828 -6.367597
H22 3.071392 0.293370 -5.859795
H23 4.437037 0.799302 -4.861691
H24 3.280922 2.918194 -4.319637
H25 1.074128 1.805342 -6.123186
H26 2.007735 3.281731 -6.406330
H27 0.865219 3.190748 -5.050829
H28 2.073460 3.910434 -2.061161
H29 1.656233 3.078009 -0.537481
H30 -0.262933 5.845255 -2.145074
H31 0.465094 5.742586 -5.111080
H32 1.611144 5.726066 -3.767454
H33 0.631053 7.162909 -4.071024
H34 -2.046772 5.637537 -4.613692
H35 -1.922181 7.055823 -3.561234
H36 -2.600825 5.545364 -2.942452
H37 -2.773679 3.712947 -1.260275
H38 -1.854183 5.571758 0.989535
H39 -3.510167 5.449661 0.388460
H40 -2.239052 6.091104 -0.657382
H41 -1.718566 3.030125 1.510785
H42 -2.384303 1.896476 0.306107
H43 -3.452783 3.021168 1.104979
H44 4.539760 0.041106 -2.383076
H45 6.471095 2.370765 -1.941909
H46 5.969591 1.764499 -3.523207
H47 6.928096 0.740691 -2.446724
H48 5.360776 1.512682 0.157793
H49 5.783064 -0.157265 -0.249008
H50 4.088704 0.293856 0.047698
S1 -5.833708 -0.334432 -0.142952
C36 -4.178680 -0.374884 0.013697
N8 -3.020036 -0.400496 0.136783

Atoms 1-3, force components in eV/Å:
Rb -0.76 -1.28 0.76
C -0.05 -0.03 0.07
N 0.10 0.14 0.13

| no. | maximum force (eV/Å) |
| --- | --- |
| 1 | 2.03 |
| 2 | 3.72 |
| 3 | 10.78 |
| 4 | 1.67 |